1.
{"formula": "C4H7N3", "method": "ωB97M-V/def2-TZVPD", "gap_ev": 8.51, "molar_mass_g_mol": 97.121, "relative_energy_kj_mol": 384.8, "species": ["C", "C", "C", "C", "N", "N", "N", "H", "H", "H", "H", "H", "H", "H"], "positions_angstrom": [[-1.208692, 1.169525, 0.305387], [-0.694013, -1.528220, -0.608984], [0.365050, -2.394232, -0.912540], [0.956996, 1.846688, 0.762854], [-2.152066, 0.214526, 0.137186], [-1.572189, -0.881841, -0.185748], [-0.010719, 0.854264, 0.577192], [-1.737457, 2.075788, 0.393733], [1.217950, -1.825255, -0.359166], [0.180651, -3.417088, -0.642762], [0.605044, -2.263792, -1.988467], [1.803682, 1.764202, 0.072252], [0.753538, 2.940756, 0.831643], [1.492225, 1.444679, 1.617419]], "forces_ev_per_a": [[0.12, -1.18, 1.48], [-3.17, 1.42, 1.22], [2.59, 1.48, -0.56], [2.43, 0.43, 0.64], [-1.87, -0.88, -0.73], [1.76, -1.03, -0.99], [-0.54, 0.36, -1.58], [0.17, 1.81, -0.01], [-0.97, -1.60, -0.66], [0.26, -0.39, 0.28], [-0.04, -0.55, 0.52], [-0.37, 0.00, -0.74], [-0.55, -0.77, 0.19], [0.19, 0.90, 0.95]]}



2.
{"formula": "C4H7N3", "method": "ωB97M-V/def2-TZVPD", "gap_ev": 10.24, "molar_mass_g_mol": 97.121, "smiles": "C=NNCCC#N", "relative_energy_kj_mol": 245.2, "species": ["C", "N", "N", "C", "C", "C", "N", "H", "H", "H", "H", "H", "H", "H"], "positions_angstrom": [[-2.396834, -0.881587, -0.412011], [-1.987544, -0.122176, 0.522386], [-1.378689, 0.996762, 0.006385], [-0.050993, 0.651244, -0.447994], [0.883260, -0.240283, 0.624688], [2.316499, -0.303761, 0.081856], [3.394984, -0.167268, -0.299368], [-2.286182, -0.540335, -1.438440], [-2.882734, -1.841345, -0.141529], [-1.227722, 1.595716, 0.768254], [-0.079140, 0.038033, -1.328762], [0.535477, 1.423897, -0.794533], [0.734574, 0.211277, 1.619658], [0.492877, -1.192150, 0.630302]], "forces_ev_per_a": [[-0.45, -0.49, 0.87], [-1.29, -1.71, -0.13], [1.57, 0.64, -0.95], [1.10, -3.05, 0.93], [0.44, 3.00, -1.94], [-1.48, 0.95, 1.19], [-0.45, -0.34, 0.00], [-0.14, -0.37, -0.20], [0.39, 0.76, -0.31], [-0.10, 1.17, 1.25], [-0.46, -0.59, -0.39], [0.89, 2.43, -0.13], [0.81, -0.21, -0.36], [-0.83, -2.18, 0.18]]}



3.
{"formula": "C4H7N3", "method": "ωB97M-V/def2-TZVPD", "gap_ev": 7.14, "molar_mass_g_mol": 97.121, "relative_energy_kj_mol": 341.6, "species": ["N", "C", "C", "C", "N", "C", "N", "H", "H", "H", "H", "H", "H", "H"], "positions_angstrom": [[2.071767, -1.050797, 0.155951], [0.682552, -0.551704, 0.117256], [0.501456, 0.514714, -0.690930], [-0.862869, 0.863765, -0.322961], [-1.516286, 1.971631, -0.899348], [-1.329669, 0.053870, 0.677055], [-0.303395, -0.838951, 1.065556], [2.237483, -2.013655, -0.151211], [2.583689, -0.880984, 1.027115], [2.377449, -0.368710, -0.576930], [-2.498342, 1.815285, -1.085673], [-1.036692, 2.223553, -1.755128], [-2.289487, 0.023554, 1.180563], [-0.578180, -1.792542, 1.274817]], "forces_ev_per_a": [[0.20, -0.08, -0.05], [0.11, 0.16, -0.07], [-0.34, -0.17, 0.33], [-0.09, 0.01, 0.00], [-0.08, -0.12, -0.10], [-0.08, 0.16, -0.03], [0.07, -0.04, -0.28], [-0.12, 0.15, 0.08], [-0.16, 0.00, -0.08], [0.24, -0.28, 0.15], [0.06, 0.04, 0.05], [-0.10, 0.02, 0.10], [0.18, 0.01, -0.05], [0.10, 0.13, -0.04]]}



4.
{"formula": "C4H7N3", "method": "ωB97M-V/def2-TZVPD", "gap_ev": 10.41, "molar_mass_g_mol": 97.121, "smiles": "[H]/N=C(\\C#N)NCC", "relative_energy_kj_mol": 41.1, "species": ["H", "N", "C", "C", "N", "N", "C", "C", "H", "H", "H", "H", "H", "H"], "positions_angstrom": [[-2.580486, -0.039114, 1.608678], [-1.690020, 0.290204, 1.245563], [-1.014480, -0.673235, 0.749061], [-1.521894, -2.047036, 0.698986], [-1.979058, -3.109044, 0.655492], [0.234282, -0.533638, 0.221120], [0.818897, 0.776442, -0.016706], [0.803007, 1.164342, -1.491644], [0.649339, -1.335359, -0.230093], [0.233582, 1.487895, 0.569004], [1.839631, 0.783604, 0.381011], [-0.223561, 1.182720, -1.870268], [1.381561, 0.459292, -2.100838], [1.231448, 2.163264, -1.624623]], "forces_ev_per_a": [[0.10, 0.05, -0.07], [0.04, -0.28, -0.08], [0.03, 0.17, 0.02], [-0.48, -1.01, -0.01], [0.50, 1.05, 0.05], [-0.10, -0.09, -0.05], [0.06, 0.15, 0.09], [-0.02, 0.01, -0.05], [-0.13, 0.12, 0.08], [0.10, -0.10, -0.06], [-0.11, -0.01, -0.08], [0.12, -0.01, 0.05], [-0.08, 0.12, 0.11], [-0.03, -0.16, 0.01]]}